Entry 1:
C16H21N5O2 | the ωB97M-V functional and the def2-TZVPD basis

Output
Frontier orbital gap (eV): 7.613
E_LUMO (eV): -0.1

Each line ends with the natural charge from an NBO analysis.
Cartesian coordinates (Å):
C: -6.9556 2.6157 -2.3015  -0.605
C: -5.5581 2.8829 -2.0282  -0.073
O: -5.0005 1.8287 -1.2693  -0.514
C: -3.6246 1.5818 -1.1219  0.276
C: -2.6662 2.4133 -1.6431  -0.244
C: -1.2384 2.2700 -1.3907  -0.181
C: -0.8284 1.2156 -0.6476  0.167
N: 0.3913 1.0607 -0.3502  -0.520
C: 0.8442 0.1917 0.4560  0.562
N: 2.1629 0.2868 0.6808  -0.565
C: 2.9856 -0.6078 1.2883  0.232
N: 4.0043 0.1071 1.8371  -0.602
C: 5.1741 -0.4120 2.0797  0.669
O: 5.7214 -0.1574 3.1189  -0.603
C: 5.7695 -1.3222 1.0872  -0.512
C: 4.6613 -2.0739 0.3312  -0.034
C: 4.1302 -3.4896 0.9276  -0.641
N: 3.5050 -1.2276 0.1785  -0.632
N: 0.0503 -0.7887 0.8239  -0.531
C: -1.2634 -0.7374 0.5773  0.320
C: -1.9801 -1.9277 1.1911  -0.646
C: -1.7729 0.2701 -0.1759  -0.141
C: -3.0998 0.4214 -0.4605  -0.192
H: -7.4554 3.4139 -2.9237  0.217
H: -7.5252 2.5905 -1.4240  0.209
H: -7.0829 1.6425 -2.8335  0.211
H: -5.5074 3.8545 -1.5815  0.176
H: -5.1451 2.8049 -2.9827  0.173
H: -2.9054 3.2771 -2.1497  0.210
H: -0.5500 2.9300 -1.8525  0.223
H: 2.5300 0.8816 0.0261  0.411
H: 2.3376 -1.2978 1.8066  0.184
H: 3.6575 0.5873 2.6933  0.402
H: 6.3952 -0.7329 0.3109  0.243
H: 6.5461 -1.8830 1.5312  0.249
H: 5.0624 -2.2424 -0.6813  0.204
H: 4.8845 -4.0504 1.3550  0.207
H: 3.7911 -4.0949 0.1351  0.210
H: 3.3208 -3.4683 1.7059  0.206
H: 2.6738 -1.6584 -0.2977  0.378
H: -2.4606 -1.6581 2.1355  0.230
H: -1.3545 -2.7445 1.4117  0.239
H: -2.7922 -2.2165 0.5169  0.212
H: -3.8321 -0.3367 -0.0900  0.217

---

Entry 2:
C16H21NO3 | the ωB97M-V functional and the def2-TZVPD basis

Output
Frontier orbital gap (eV): 9.781
E_LUMO (eV): 0.8

Each line ends with the natural charge from an NBO analysis.
Cartesian coordinates (Å):
C: -5.1372 -1.9009 0.2088  -0.601
C: -4.4087 -0.5723 0.0522  -0.389
C: -3.0496 -0.7664 -0.6193  -0.503
C: -2.2667 0.5090 -0.7948  0.823
O: -1.5494 0.7383 -1.7412  -0.629
O: -2.4312 1.3483 0.2254  -0.498
C: -1.7393 2.5971 0.2000  -0.166
C: -0.3115 2.4450 0.7586  0.648
O: 0.0114 2.8961 1.8355  -0.616
N: 0.5013 1.7671 -0.0656  -0.619
C: 1.8302 1.3228 0.3108  -0.099
C: 2.8606 1.8498 -0.6872  -0.393
C: 4.2002 1.1667 -0.4489  -0.392
C: 4.0740 -0.3144 -0.7847  -0.423
C: 2.8985 -0.9496 -0.0951  -0.032
C: 2.8468 -2.3344 0.0252  -0.195
C: 1.7817 -2.9617 0.6410  -0.209
C: 0.7482 -2.2014 1.1624  -0.221
C: 0.7899 -0.8256 1.0507  -0.214
C: 1.8510 -0.1882 0.4156  0.031
H: -4.5597 -2.5838 0.8277  0.202
H: -5.2958 -2.3678 -0.7608  0.202
H: -6.1056 -1.7483 0.6783  0.213
H: -5.0143 0.1071 -0.5510  0.200
H: -4.2648 -0.1129 1.0305  0.214
H: -2.4305 -1.4320 -0.0098  0.236
H: -3.1604 -1.2270 -1.6027  0.232
H: -1.7050 2.9816 -0.8248  0.209
H: -2.3081 3.2649 0.8479  0.220
H: 0.1317 1.4101 -0.9393  0.430
H: 2.0209 1.7525 1.3030  0.241
H: 2.5175 1.6361 -1.7026  0.196
H: 2.9486 2.9318 -0.5785  0.219
H: 4.4879 1.2858 0.5976  0.201
H: 4.9744 1.6240 -1.0672  0.212
H: 3.9456 -0.4296 -1.8663  0.211
H: 4.9877 -0.8464 -0.5098  0.216
H: 3.6600 -2.9243 -0.3739  0.207
H: 1.7600 -4.0384 0.7219  0.212
H: -0.0827 -2.6802 1.6598  0.210
H: -0.0077 -0.2285 1.4701  0.212

---

Entry 3:
C16H21NO3 | the ωB97M-V functional and the def2-TZVPD basis

Output
Frontier orbital gap (eV): 8.643
E_LUMO (eV): 0.8

Each line ends with the natural charge from an NBO analysis.
Cartesian coordinates (Å):
C: -1.8585 -3.0149 -1.8146  -0.252
O: -1.9888 -1.7083 -1.3151  -0.521
C: -1.0403 -1.2390 -0.4517  0.291
C: 0.0824 -1.9579 -0.0630  -0.293
C: 1.0047 -1.4456 0.8325  -0.236
C: 0.8171 -0.1800 1.3674  0.136
N: 1.6950 0.4079 2.2855  -0.591
C: 2.8595 -0.0912 2.7963  0.683
O: 3.3252 -1.1746 2.5107  -0.626
C: 3.5248 0.8386 3.7571  -0.337
C: 4.2853 0.2143 4.9009  -0.393
C: 5.0336 0.8379 3.7780  -0.393
C: -0.2960 0.5560 0.9705  -0.262
C: -1.2261 0.0552 0.0734  0.253
O: -2.3255 0.8409 -0.1676  -0.514
C: -2.5710 1.3973 -1.4565  0.113
C: -1.3230 1.6323 -2.3192  -0.440
C: -1.8379 1.5307 -3.7505  -0.397
C: -2.8215 0.3654 -3.6732  -0.401
C: -3.5418 0.5778 -2.3392  -0.440
H: -2.7324 -3.1761 -2.4450  0.200
H: -1.8532 -3.7565 -1.0095  0.180
H: -0.9522 -3.1289 -2.4193  0.176
H: 0.2513 -2.9488 -0.4528  0.221
H: 1.8629 -2.0290 1.1177  0.257
H: 1.4088 1.3255 2.5965  0.396
H: 3.0192 1.7780 3.9419  0.212
H: 4.2698 -0.8634 4.9530  0.235
H: 4.2567 0.7130 5.8575  0.216
H: 5.5209 0.1791 3.0758  0.235
H: 5.5364 1.7795 3.9370  0.216
H: -0.4705 1.5452 1.3685  0.214
H: -3.0380 2.3595 -1.2123  0.184
H: -0.5984 0.8380 -2.1302  0.214
H: -0.8466 2.5875 -2.1007  0.213
H: -2.3623 2.4476 -4.0255  0.194
H: -1.0367 1.3611 -4.4688  0.211
H: -2.2697 -0.5742 -3.6527  0.200
H: -3.5108 0.3426 -4.5161  0.207
H: -4.4648 1.1386 -2.4858  0.201
H: -3.7875 -0.3612 -1.8507  0.238

---

Entry 4:
C16H21NO5S | the ωB97M-V functional and the def2-TZVPD basis

Output
Frontier orbital gap (eV): 9.076
E_LUMO (eV): 0.7

Each line ends with the natural charge from an NBO analysis.
Cartesian coordinates (Å):
C: -2.2297 -1.8704 -1.2296  -0.612
C: -2.0099 -0.5363 -0.5279  -0.400
C: -1.4636 -0.7215 0.8903  -0.241
N: -0.1971 -1.4299 0.8842  -0.681
C: -0.1450 -2.7031 1.5890  -0.274
C: -0.3941 -2.5421 3.0523  0.246
C: -1.5298 -2.6451 3.8054  -0.306
C: -1.1688 -2.2607 5.1196  -0.322
C: 0.1538 -1.9473 5.0608  0.101
O: 0.6267 -2.1171 3.8198  -0.389
S: 1.1260 -0.4302 1.1846  2.323
O: 0.8456 0.5120 2.2346  -0.945
O: 2.2802 -1.2694 1.3010  -0.936
C: 1.2078 0.4602 -0.3602  -0.345
C: 1.5210 -0.2206 -1.5123  -0.178
C: 1.5616 0.4676 -2.7181  -0.296
C: 1.2936 1.8280 -2.7623  0.268
O: 1.3052 2.5898 -3.8834  -0.476
C: 1.6332 1.9813 -5.1095  -0.252
C: 0.9807 2.5209 -1.5651  0.331
O: 0.7406 3.8478 -1.6994  -0.490
C: 0.4572 4.5918 -0.5372  -0.254
C: 0.9399 1.8198 -0.3722  -0.296
H: -1.2893 -2.4103 -1.2968  0.208
H: -2.9439 -2.4794 -0.6797  0.196
H: -2.6138 -1.7135 -2.2347  0.212
H: -1.3107 0.0668 -1.1086  0.207
H: -2.9542 0.0079 -0.4607  0.202
H: -2.1860 -1.2775 1.4936  0.205
H: -1.3129 0.2536 1.3643  0.225
H: -0.8781 -3.3800 1.1450  0.223
H: 0.8653 -3.0853 1.4326  0.255
H: -2.4956 -2.9706 3.4739  0.223
H: -1.8067 -2.2237 5.9788  0.227
H: 0.8435 -1.6078 5.8074  0.205
H: 1.7345 -1.2749 -1.4624  0.235
H: 1.8069 -0.0689 -3.6200  0.226
H: 2.6415 1.5560 -5.0909  0.178
H: 1.5924 2.7784 -5.8500  0.204
H: 0.9133 1.2014 -5.3777  0.177
H: 1.2828 4.5470 0.1793  0.181
H: 0.3241 5.6185 -0.8741  0.203
H: -0.4611 4.2456 -0.0528  0.177
H: 0.7128 2.2913 0.5691  0.253

---

Entry 5:
C16H22AsClINOTeW | the ωB97M-V functional and the def2-TZVPD basis

Output
Frontier orbital gap (alpha / beta) (eV): 5.981 / 5.933
Total charge: +2
E_LUMO (alpha / beta) (eV): -8.4 / -8.4

Each line ends with the natural charge from an NBO analysis.
Cartesian coordinates (Å):
W: -0.9290 -0.0932 -0.8183  1.009
Cl: 3.1843 -0.1060 4.7928  0.104
C: 2.5862 -0.0437 3.1867  -0.020
C: 3.4468 0.1331 2.1385  -0.228
C: 2.9884 0.1990 0.7986  -0.182
I: 4.3321 0.4558 -0.7425  0.305
C: 1.6422 0.0807 0.5576  0.263
O: 1.0350 0.1183 -0.6423  -0.762
C: 0.7511 -0.1185 1.6228  0.093
N: -0.5728 -0.2532 1.2615  -0.550
C: -1.4760 -0.4351 2.2443  0.130
C: -1.1188 -0.4895 3.5808  -0.265
C: 0.2084 -0.3656 3.9472  -0.026
C: 1.1836 -0.1793 2.9607  -0.049
H: 4.5059 0.2271 2.3351  0.269
H: -2.5064 -0.5472 1.9402  0.235
H: -1.8913 -0.6351 4.3214  0.268
H: 0.5030 -0.4109 4.9875  0.266
C: -0.9940 2.8805 -3.1541  -0.934
As: -0.6626 2.4668 -1.2988  1.236
C: -1.8258 3.5680 -0.2186  -0.924
C: 1.1334 3.0524 -0.9027  -0.942
H: -0.8601 3.9516 -3.3074  0.272
H: -2.0131 2.6022 -3.4164  0.261
H: -0.2857 2.3395 -3.7799  0.263
H: -1.5063 4.6056 -0.3206  0.269
H: -1.7514 3.2665 0.8247  0.255
H: -2.8530 3.4630 -0.5617  0.262
H: 1.2013 4.1128 -1.1513  0.267
H: 1.8520 2.4890 -1.4924  0.269
H: 1.3412 2.9268 0.1590  0.254
C: -1.4005 -3.1211 -0.2887  -0.613
C: -0.2472 -2.7450 -1.2290  -0.266
C: 0.1459 -3.9798 -2.0540  -0.583
C: -0.6614 -1.6124 -2.1849  -0.685
H: -1.0746 -3.8809 0.4217  0.251
H: -2.2399 -3.5120 -0.8670  0.236
H: -1.8115 -2.2971 0.3132  0.184
H: 0.6341 -2.4390 -0.6493  0.218
H: -0.7052 -4.3212 -2.6434  0.223
H: 0.4515 -4.7873 -1.3893  0.237
H: 0.9712 -3.7588 -2.7294  0.229
H: -1.5328 -1.8665 -2.7824  0.265
H: 0.1720 -1.2197 -2.7924  0.262
Te: -3.3500 0.2792 -0.9776  0.375

---

Short version: relative energy (zero: lowest compared OMol25 entry of this formula, charge and spin) = 493.9, 0.0, 226.6, 389.2, 59.4 kJ/mol, in the order given.
Short version: DFT total energy = -1046.45817, -902.81676, -902.73044, -1451.36140, -4081.06498 a.u., in the order given.